{
  "formula": "C20H25FeN6O2S3",
  "method": "ωB97M-V/def2-TZVPD",
  "charge": -1,
  "energy_ev": -101077.141,
  "e_lumo_ev": 1.980,
  "species": ["Fe", "C", "N", "C", "C", "C", "C", "C", "C", "C", "C", "H", "H", "H", "H", "H", "H", "H", "H", "H", "H", "H", "H", "S", "C", "S", "S", "C", "N", "C", "C", "O", "N", "C", "N", "H", "H", "H", "H", "H", "H", "H", "N", "C", "O", "C", "C", "C", "C", "N", "C", "H", "H", "H", "H", "H", "H"],
  "coordinates": [[-0.12676, 0.26935, 0.12763], [1.32900, 1.67758, 2.45874], [0.16550, 0.84164, 2.19107], [-1.02807, 1.44810, 2.78192], [0.38721, -0.47198, 2.83382], [-0.64711, -1.43921, 2.35498], [-1.15108, -2.44225, 3.17523], [-2.03681, -3.37127, 2.64963], [-2.38854, -3.28256, 1.30939], [-1.88902, -2.25997, 0.50811], [-1.01962, -1.29030, 1.01268], [1.47986, 1.82558, 3.53851], [1.20893, 2.66256, 2.00089], [2.21605, 1.19939, 2.04696], [-0.91763, 1.54347, 3.87255], [-1.88623, 0.81578, 2.56445], [-1.19813, 2.43760, 2.36423], [0.39504, -0.35551, 3.93007], [1.37183, -0.82160, 2.51133], [-0.84014, -2.50493, 4.21576], [-2.43584, -4.16478, 3.27211], [-3.06036, -4.01891, 0.87978], [-2.17558, -2.22263, -0.53393], [1.15655, -3.44957, -1.81496], [0.97486, -1.86971, -1.40035], [-0.26542, -0.80325, -2.02187], [1.83290, -1.01641, -0.14979], [-3.34758, 4.70998, -0.86505], [-2.92585, 3.33394, -0.98414], [-3.82660, 2.25079, -1.29899], [-3.05872, 1.03322, -0.75560], [-3.47421, -0.08579, -0.83528], [-1.86038, 1.48525, -0.19852], [-1.87614, 2.79907, -0.30775], [-0.92802, 3.60150, 0.22125], [-4.20332, 4.86687, -1.51753], [-2.56111, 5.39024, -1.19698], [-3.63467, 4.97129, 0.15887], [-3.98134, 2.14398, -2.37444], [-4.79520, 2.34157, -0.80316], [-0.07288, 3.09229, 0.41218], [-0.79855, 4.49843, -0.21832], [-0.17742, 1.42579, -4.81504], [0.72257, 2.43451, -4.63818], [1.02892, 3.21414, -5.53013], [1.28390, 2.49291, -3.27597], [2.59943, 2.88888, -3.05744], [3.12731, 2.73322, -1.79191], [2.34922, 2.16015, -0.79675], [1.06424, 1.83735, -0.97315], [0.55473, 2.03229, -2.18639], [-0.49836, 1.26325, -5.75434], [-0.20218, 0.64544, -4.16107], [3.18393, 3.26799, -3.88527], [4.15744, 2.98745, -1.58116], [2.77890, 1.91242, 0.16120], [-0.48842, 1.78353, -2.30290]],
  "nbo_charge": [0.516, -0.396, -0.439, -0.419, -0.231, -0.157, -0.182, -0.279, -0.226, -0.238, -0.198, 0.175, 0.176, 0.215, 0.168, 0.238, 0.192, 0.163, 0.228, 0.175, 0.187, 0.190, 0.223, -0.178, -0.465, -0.281, -0.260, -0.406, -0.421, -0.324, 0.675, -0.517, -0.616, 0.657, -0.806, 0.219, 0.198, 0.195, 0.225, 0.213, 0.433, 0.394, -0.828, 0.658, -0.639, -0.214, -0.104, -0.288, 0.089, -0.486, 0.099, 0.396, 0.433, 0.230, 0.217, 0.206, 0.215]
}


{
  "formula": "C20H25N2",
  "method": "ωB97M-V/def2-TZVPD",
  "relative_energy_kcal_mol": 36.2,
  "charge": 1,
  "energy_ev": -24118.866,
  "e_lumo_ev": -4.011,
  "species": ["C", "C", "C", "C", "N", "C", "C", "C", "C", "C", "C", "C", "C", "H", "H", "H", "H", "H", "H", "H", "H", "H", "H", "H", "H", "H", "H", "H", "C", "N", "C", "C", "C", "C", "C", "C", "C", "H", "H", "H", "H", "H", "H", "H", "H", "H", "H"],
  "coordinates": [[-3.54814, -1.40318, -1.22371], [-2.41446, -1.26196, -2.03798], [-1.39285, -0.39241, -1.66555], [-1.45864, 0.31484, -0.44824], [-0.39483, 1.15881, -0.10636], [-0.43105, 2.33119, 0.40916], [0.88517, 3.07417, 0.66169], [0.82296, 4.57159, 0.32972], [-0.36963, 5.25145, 1.00726], [-1.69388, 4.60168, 0.61070], [-1.70870, 3.07416, 0.78548], [-2.56137, 0.09435, 0.40701], [-3.60212, -0.74927, 0.01465], [-4.38591, -2.02376, -1.55142], [-2.33982, -1.81484, -2.97533], [-0.52548, -0.21936, -2.30531], [1.12968, 2.96006, 1.73202], [1.67703, 2.58461, 0.08005], [1.75746, 5.05823, 0.63574], [0.74724, 4.70145, -0.75792], [-0.24458, 5.19335, 2.09607], [-0.39133, 6.31626, 0.74742], [-2.51269, 5.03142, 1.19992], [-1.91238, 4.83482, -0.43876], [-2.53553, 2.65694, 0.19989], [-1.91827, 2.83706, 1.84397], [-2.59516, 0.61944, 1.36568], [-4.45865, -0.87460, 0.68193], [2.76637, -1.54068, -1.74017], [1.86491, -1.72201, -0.58714], [1.77772, -3.01482, 0.02167], [0.53112, -3.59107, 0.30147], [0.48248, -4.93506, 0.69811], [1.66933, -5.63707, 0.95607], [2.90934, -4.99981, 0.81600], [2.96436, -3.69846, 0.31195], [1.39241, -0.64133, 0.00081], [3.00402, -2.52378, -2.14415], [2.26951, -0.94688, -2.51407], [3.69129, -1.03505, -1.43749], [-0.37999, -3.00168, 0.15600], [-0.48398, -5.43161, 0.80060], [1.63124, -6.67940, 1.27370], [3.83586, -5.51132, 1.07742], [3.92127, -3.18916, 0.16161], [0.79653, -0.75750, 0.90481], [1.73214, 0.33018, -0.35503]],
  "nbo_charge": [-0.214, -0.217, -0.200, 0.092, -0.527, 0.410, -0.458, -0.394, -0.402, -0.394, -0.502, -0.246, -0.193, 0.230, 0.227, 0.203, 0.226, 0.208, 0.224, 0.204, 0.199, 0.227, 0.225, 0.206, 0.240, 0.232, 0.222, 0.230, -0.432, -0.280, 0.068, -0.214, -0.184, -0.180, -0.200, -0.178, 0.159, 0.247, 0.241, 0.234, 0.241, 0.239, 0.238, 0.239, 0.221, 0.240, 0.244]
}


{
  "formula": "C20H25N2O4Tc",
  "method": "ωB97M-V/def2-TZVPD",
  "multiplicity": 2,
  "charge": 3,
  "s2": 0.766,
  "energy_ev": -34483.185,
  "e_lumo_ev": [-13.637, -13.263],
  "species": ["Tc", "C", "O", "C", "C", "O", "C", "H", "H", "H", "H", "H", "H", "H", "H", "H", "H", "N", "C", "C", "C", "C", "C", "N", "C", "H", "H", "H", "H", "C", "C", "C", "C", "C", "C", "C", "C", "C", "C", "O", "O", "H", "H", "H", "H", "H", "H", "H", "H", "H", "H", "H"],
  "coordinates": [[0.14309, 0.23974, 0.53450], [-1.77322, -2.11303, 0.42408], [-0.66447, -1.39886, -0.22569], [0.33516, -2.29811, -0.84233], [1.23731, -1.40183, -1.65091], [1.64896, -0.30532, -0.77882], [3.06866, -0.28173, -0.41162], [-2.20974, -2.77778, -0.31874], [-2.48628, -1.35511, 0.73098], [-1.37834, -2.66830, 1.27396], [-0.20103, -3.01068, -1.47111], [0.85080, -2.82215, -0.03357], [0.71335, -0.94617, -2.49274], [2.11615, -1.93465, -2.01359], [3.65266, -0.31339, -1.32980], [3.28589, -1.13313, 0.23207], [3.23426, 0.65975, 0.10577], [0.92385, 4.55805, -4.02933], [0.25243, 4.02191, -3.27188], [-0.57538, 3.35824, -2.30990], [-1.90914, 3.71453, -2.10340], [-2.65150, 3.02516, -1.15409], [-2.05595, 2.00962, -0.43871], [-0.76629, 1.65598, -0.64541], [-0.03639, 2.32479, -1.56204], [-2.34977, 4.51826, -2.67997], [-3.68652, 3.27658, -0.97022], [-2.59228, 1.45510, 0.31916], [0.98947, 2.01214, -1.70414], [-0.26207, 0.25909, 8.69363], [-0.26678, 0.19073, 7.22196], [-1.42017, 0.38424, 6.46622], [-1.40798, 0.28304, 5.08789], [-2.69898, 0.41015, 4.35552], [-0.13522, 0.02565, 4.40609], [1.03935, -0.22674, 5.14914], [2.38523, -0.56261, 4.57939], [0.94389, -0.13686, 6.53663], [-0.10405, 0.06136, 2.96732], [0.91967, -0.35814, 2.25301], [-1.02716, 0.52731, 2.21048], [-1.13926, 0.76146, 9.09263], [0.65279, 0.71782, 9.07119], [-0.25635, -0.77028, 9.08049], [-2.35343, 0.58371, 6.97720], [-3.52494, 0.29776, 5.05488], [-2.80085, -0.32924, 3.56426], [-2.77615, 1.39896, 3.89542], [2.69072, 0.11392, 3.78639], [2.38005, -1.57794, 4.17792], [3.13087, -0.51925, 5.36983], [1.82984, -0.29938, 7.13723]],
  "nbo_charge": [1.638, -0.260, -0.451, -0.113, -0.113, -0.536, -0.258, 0.248, 0.231, 0.226, 0.267, 0.232, 0.239, 0.268, 0.244, 0.221, 0.225, -0.105, 0.180, -0.128, -0.004, -0.205, 0.089, -0.515, 0.091, 0.288, 0.286, 0.242, 0.243, -0.680, 0.239, -0.253, 0.165, -0.650, -0.151, 0.099, -0.644, -0.209, 0.715, -0.539, -0.639, 0.258, 0.270, 0.289, 0.253, 0.259, 0.222, 0.252, 0.226, 0.241, 0.257, 0.248]
}


{
  "formula": "C20H25N3O3S2",
  "method": "ωB97M-V/def2-TZVPD",
  "relative_energy_kcal_mol": 13.1,
  "smiles": "CCOc1ccc(S(=O)(=O)N2CCN(C(=S)NCc3ccccc3)CC2)cc1",
  "energy_ev": -53429.057,
  "e_lumo_ev": 0.465,
  "species": ["C", "C", "O", "C", "C", "C", "C", "S", "O", "O", "N", "C", "C", "N", "C", "S", "N", "C", "C", "C", "C", "C", "C", "C", "C", "C", "C", "C", "H", "H", "H", "H", "H", "H", "H", "H", "H", "H", "H", "H", "H", "H", "H", "H", "H", "H", "H", "H", "H", "H", "H", "H", "H"],
  "coordinates": [[1.98230, 4.59938, -0.22037], [0.84553, 3.60779, -0.40533], [1.40617, 2.39209, -0.87418], [0.58723, 1.41310, -1.31273], [-0.80162, 1.42061, -1.17801], [-1.54725, 0.37929, -1.70520], [-0.92326, -0.67145, -2.34789], [-1.94777, -1.94049, -3.09834], [-1.33526, -2.33648, -4.32882], [-3.29786, -1.45623, -3.10237], [-1.95783, -3.29493, -2.12055], [-2.62339, -3.16756, -0.85432], [-1.72438, -2.47226, 0.18809], [-0.33728, -2.81265, -0.06296], [0.71330, -2.10002, 0.41774], [2.27919, -2.60592, 0.21684], [0.45537, -0.96789, 1.11443], [1.54579, -0.15374, 1.60670], [1.06513, 1.02016, 2.40813], [1.88332, 2.13904, 2.51826], [1.48181, 3.23856, 3.25450], [0.25028, 3.23737, 3.88872], [-0.56531, 2.12356, 3.79546], [-0.15850, 1.01913, 3.06544], [-0.13669, -4.10114, -0.68804], [-0.76346, -4.11194, -2.08775], [0.45569, -0.70011, -2.47231], [1.20714, 0.33184, -1.95280], [2.69994, 4.21174, 0.49593], [1.58914, 5.54373, 0.14422], [2.48963, 4.76439, -1.16678], [0.32895, 3.43989, 0.54937], [0.12521, 3.99195, -1.13929], [-1.30663, 2.23428, -0.68183], [-2.62509, 0.38326, -1.64800], [-2.91107, -4.16705, -0.51599], [-3.52680, -2.58272, -1.02759], [-1.86326, -1.39201, 0.09759], [-2.01795, -2.77557, 1.20366], [-0.40324, -0.46907, 0.93669], [2.17545, 0.19401, 0.77679], [2.17769, -0.79749, 2.23193], [2.84164, 2.13876, 2.02019], [2.12793, 4.10046, 3.33199], [-0.06834, 4.09728, 4.45850], [-1.52137, 2.10963, 4.29798], [-0.79449, 0.14658, 3.02540], [0.93659, -4.29042, -0.74224], [-0.59734, -4.87400, -0.06148], [-1.02328, -5.13912, -2.36840], [-0.08354, -3.71837, -2.84251], [0.93034, -1.51403, -2.99514], [2.28151, 0.33475, -2.04334]],
  "nbo_charge": [-0.617, -0.072, -0.517, 0.413, -0.368, -0.124, -0.402, 2.330, -0.933, -0.948, -0.665, -0.244, -0.234, -0.443, 0.330, -0.281, -0.623, -0.237, -0.055, -0.155, -0.226, -0.222, -0.202, -0.224, -0.254, -0.229, -0.160, -0.271, 0.212, 0.216, 0.217, 0.184, 0.177, 0.231, 0.237, 0.208, 0.250, 0.202, 0.201, 0.403, 0.215, 0.239, 0.208, 0.215, 0.216, 0.214, 0.213, 0.274, 0.188, 0.204, 0.229, 0.242, 0.239]
}


{
  "formula": "C20H25N3O4S",
  "method": "ωB97M-V/def2-TZVPD",
  "relative_energy_kcal_mol": 58.0,
  "smiles": "CCN1C(=O)c2cccc3c(S(=O)(=O)NCCCN4CCOCC4)ccc1c23",
  "energy_ev": -44641.550,
  "e_lumo_ev": -0.784,
  "species": ["C", "C", "N", "C", "O", "C", "C", "C", "C", "C", "C", "S", "O", "O", "N", "C", "C", "C", "N", "C", "C", "O", "C", "C", "C", "C", "C", "C", "H", "H", "H", "H", "H", "H", "H", "H", "H", "H", "H", "H", "H", "H", "H", "H", "H", "H", "H", "H", "H", "H", "H", "H", "H"],
  "coordinates": [[-4.45704, -3.62548, 1.16772], [-4.12947, -3.16618, -0.25013], [-3.83176, -1.75502, -0.29795], [-4.76046, -0.79880, -0.70987], [-5.86934, -1.05992, -1.11211], [-4.08347, 0.51559, -0.55528], [-4.42523, 1.82674, -0.77488], [-3.46437, 2.81282, -0.47865], [-2.20814, 2.52325, 0.00716], [-1.82957, 1.18219, 0.23288], [-0.61431, 0.64816, 0.71932], [0.78539, 1.71477, 1.03335], [1.78737, 0.94991, 1.71438], [0.35783, 2.95947, 1.60089], [1.35728, 2.08600, -0.47666], [1.74216, 1.02587, -1.37917], [3.10603, 1.31289, -2.01079], [4.19934, 1.15605, -0.95096], [4.32727, -0.24280, -0.57994], [4.56937, -0.46309, 0.83600], [4.50388, -1.96444, 1.11162], [5.44486, -2.67910, 0.34068], [5.23969, -2.44274, -1.03069], [5.32176, -0.95202, -1.36169], [-0.45406, -0.70417, 0.88246], [-1.45930, -1.64719, 0.58822], [-2.65248, -1.16649, 0.10649], [-2.80506, 0.22845, -0.05856], [-4.67209, -4.69034, 1.17066], [-5.32901, -3.09318, 1.53951], [-3.62151, -3.43393, 1.83712], [-4.99189, -3.32584, -0.90268], [-3.27300, -3.72029, -0.64561], [-5.39666, 2.10385, -1.15372], [-3.73305, 3.84694, -0.63755], [-1.51431, 3.31289, 0.25062], [0.90854, 2.88478, -0.89042], [1.83387, 0.12020, -0.77744], [0.97779, 0.86728, -2.15068], [3.27468, 0.60993, -2.82690], [3.11985, 2.32633, -2.41351], [3.89675, 1.72704, -0.07127], [5.15079, 1.56784, -1.32130], [3.79183, 0.04451, 1.40848], [5.55978, -0.08415, 1.14417], [4.73935, -2.17751, 2.15522], [3.48978, -2.32637, 0.88360], [6.01573, -3.00121, -1.55775], [4.24913, -2.81990, -1.32992], [5.12060, -0.80479, -2.42489], [6.34366, -0.59048, -1.14252], [0.49466, -1.04445, 1.26924], [-1.27134, -2.69763, 0.74216]],
  "nbo_charge": [-0.614, -0.217, -0.425, 0.672, -0.565, -0.144, -0.133, -0.210, -0.160, -0.064, -0.355, 2.337, -0.951, -0.942, -0.876, -0.240, -0.400, -0.222, -0.461, -0.263, -0.070, -0.524, -0.071, -0.248, -0.149, -0.273, 0.215, 0.000, 0.217, 0.218, 0.206, 0.237, 0.198, 0.230, 0.221, 0.241, 0.407, 0.228, 0.192, 0.206, 0.203, 0.216, 0.179, 0.241, 0.164, 0.194, 0.158, 0.192, 0.160, 0.199, 0.168, 0.247, 0.227]
}